Below is a structure of composition C38H52AlCl2P2, with properties calculated with the ωB97M-V functional and the def2-TZVPD basis.

Geometry as XYZ:
```
95
Properties=species:S:1:pos:R:3:forces:R:3
P -0.271 -2.625 -0.583 0.2605 4.0573 0.5351
C 0.829 -3.244 0.741 -0.4482 -0.7109 -0.0454
C 0.834 -4.771 0.870 0.5358 0.0188 0.6497
C 1.656 -5.165 2.111 -0.0477 -0.0899 -0.0910
C 3.081 -4.600 2.068 -0.0240 0.1360 -0.0847
C 3.088 -3.077 1.864 -0.2112 -0.1637 0.0064
C 2.260 -2.669 0.646 -0.2819 -0.0230 -0.0644
C 0.394 -2.599 -2.285 -0.0931 -0.7118 0.0406
C 0.761 -3.979 -2.837 0.1871 0.3215 -0.6805
C 1.082 -3.838 -4.332 0.0626 -0.0989 0.0056
C 2.175 -2.800 -4.616 0.1380 0.0694 0.1490
C 1.946 -1.451 -3.919 -0.2094 -0.0100 0.0472
C 1.558 -1.589 -2.444 -0.1907 -0.1963 0.0707
C -2.027 -3.122 -0.481 0.1355 -1.3983 -0.2830
C -2.556 -2.932 0.962 0.1622 0.1344 -0.3122
C -4.057 -3.227 1.077 0.1700 -0.1830 -0.1065
C -4.916 -2.512 0.031 0.0976 0.1523 -0.0196
C -4.377 -2.656 -1.395 0.2340 -0.1933 0.0106
C -2.878 -2.349 -1.523 0.2868 -0.0316 0.2783
H 0.362 -2.816 1.658 0.2304 -0.2032 -0.4153
H 1.272 -5.220 -0.033 -0.0377 0.0684 0.1011
H -0.191 -5.155 0.961 0.1646 0.0707 -0.0408
H 1.681 -6.255 2.213 0.0368 0.0387 0.0927
H 1.151 -4.761 3.000 -0.0006 -0.0994 -0.0708
H 3.617 -4.851 2.991 -0.0527 -0.0388 -0.0980
H 3.628 -5.070 1.241 -0.0192 0.0034 0.0303
H 2.666 -2.590 2.753 0.0826 -0.0359 -0.0591
H 4.114 -2.714 1.744 -0.0843 -0.0216 0.0783
H 2.225 -1.572 0.556 -0.0604 -0.2769 -0.0453
H 2.744 -3.065 -0.258 -0.0629 0.0397 0.1580
H -0.456 -2.209 -2.884 0.2980 -0.1034 0.2854
H 0.168 -3.527 -4.853 -0.0131 -0.0767 0.0459
H -0.068 -4.685 -2.694 0.1176 0.0878 -0.0094
H 1.630 -4.380 -2.294 -0.0985 0.0816 -0.0686
H 1.376 -4.810 -4.742 -0.0162 0.0466 -0.1209
H 2.253 -2.631 -5.697 0.0398 -0.0991 0.0843
H 3.143 -3.203 -4.294 -0.0266 -0.0243 0.0330
H 2.847 -0.830 -3.993 -0.1599 -0.0556 -0.0777
H 1.139 -0.910 -4.433 0.0735 -0.0336 0.0065
H 1.271 -0.613 -2.022 0.1014 -0.3105 -0.0797
H 2.426 -1.948 -1.876 -0.1596 0.1173 -0.1469
H -1.990 -4.201 -0.740 -0.9504 0.1551 0.1570
H -2.005 -3.595 1.646 -0.1165 0.1734 -0.1257
H -2.347 -1.901 1.286 0.0123 -0.1317 -0.1612
H -4.202 -4.308 0.975 -0.0528 -0.0252 -0.0096
H -4.393 -2.954 2.084 -0.0289 -0.0605 -0.0779
H -4.985 -1.449 0.283 0.0733 0.0124 0.0025
H -5.937 -2.911 0.069 0.0543 0.1001 0.0304
H -4.930 -1.999 -2.076 0.0001 -0.1009 0.0776
H -4.544 -3.684 -1.737 -0.0537 -0.0205 0.0157
H -2.546 -2.611 -2.540 -0.0969 0.0911 0.2798
H -2.700 -1.268 -1.402 0.0502 -0.2268 0.0700
Al -0.309 2.087 0.303 2.9478 -2.1936 -0.0332
Cl -1.033 1.400 -1.641 -0.6449 0.3608 -0.1267
Cl -0.908 0.721 1.879 -0.8059 0.0383 0.4219
C 1.646 1.921 0.475 -0.9330 0.2896 -0.3125
H 2.033 1.390 1.351 -0.3778 0.2442 0.2020
C 2.682 2.377 -0.356 -0.1009 0.3135 0.0785
C 2.438 2.893 -1.683 0.3654 0.1557 0.2557
C 3.453 3.496 -2.410 -0.0619 -0.1294 0.2921
C 4.757 3.590 -1.903 0.2257 0.1336 -0.0382
C 5.050 3.014 -0.652 -0.3599 -0.1521 -0.1641
C 4.059 2.396 0.091 -0.0984 0.0303 -0.4199
H 1.424 2.788 -2.084 0.3562 0.1183 0.0205
H 3.240 3.898 -3.400 -0.0037 -0.0373 0.0539
H 6.074 3.053 -0.276 -0.1912 -0.0343 -0.0330
H 4.278 1.924 1.053 -0.0036 0.2393 -0.2220
H 5.541 4.082 -2.477 -0.1246 -0.0933 0.0598
C -2.019 4.871 -0.761 -0.2228 0.5689 -0.2435
P -1.447 4.106 0.761 -0.4697 0.3017 0.1238
C -0.175 5.117 1.530 0.4198 0.1639 0.2365
C 0.082 4.868 2.891 0.2286 -0.0529 -0.4253
C 1.365 5.068 3.395 -0.0569 0.2636 -0.2028
C 2.375 5.540 2.550 -0.0677 -0.0662 0.0423
C 2.107 5.862 1.214 -0.1443 0.1978 0.1921
C 0.822 5.687 0.704 -0.1877 -0.3948 0.5032
C -2.908 3.944 1.830 -0.6002 0.2657 0.0179
C -3.753 2.856 1.534 0.4038 0.0092 0.2743
C -4.788 2.517 2.396 -0.1205 0.5691 0.1147
C -5.041 3.321 3.519 0.3137 -0.1185 -0.1824
C -4.261 4.453 3.772 -0.0526 0.0837 -0.2553
C -3.219 4.797 2.902 0.0602 -0.3975 -0.0972
H -1.197 4.883 -1.484 -0.1926 -0.0070 0.0485
H -2.383 5.888 -0.564 0.0861 -0.1886 -0.1671
H -2.835 4.259 -1.163 0.2447 0.0831 0.0433
H -0.710 4.455 3.517 0.3793 -0.0384 -0.1381
H 1.572 4.824 4.438 0.0165 0.1189 -0.3272
H 3.388 5.651 2.942 -0.2940 -0.0570 -0.1870
H 2.904 6.229 0.563 -0.2818 -0.1526 0.2450
H 0.598 5.936 -0.334 0.1807 -0.2517 0.2139
H -3.559 2.252 0.644 0.0654 0.0167 0.3587
H -5.396 1.638 2.188 0.0930 0.2371 0.0747
H -5.847 3.056 4.198 0.1482 0.0341 -0.0649
H -4.460 5.081 4.646 -0.0106 -0.2206 -0.3601
H -2.640 5.715 3.055 -0.1359 -0.4722 0.0795
```
Positions in Å, forces in eV/Å.

## Properties
HOMO-LUMO gap   4.1 eV
Net charge   -1
Highest occupied orbital energy   -1.646 eV
E   -90474.127 eV


Below is the ion C6H3N2 with charge +1, with properties calculated with the ωB97M-V functional and the def2-TZVPD basis.

Geometry as XYZ:
```
11
Properties=species:S:1:pos:R:3:forces:R:3
C 0.301 0.310 0.580 0.5909 -0.1782 -0.5823
C 2.586 2.440 1.013 0.7341 0.3331 0.5031
C -0.142 -0.913 0.969 -0.2152 -1.3668 -0.0835
C -0.912 -1.466 -0.104 0.6826 3.6276 -0.5792
C -1.037 -0.416 -1.113 -2.6591 0.2431 -3.1695
C -0.313 0.722 -0.918 2.4524 0.7096 1.7183
N 1.726 2.252 0.226 -2.8958 -1.4321 -2.6525
N 0.701 1.264 -0.170 -0.2218 -0.4933 2.4546
H 0.175 -1.426 1.877 -0.1650 0.1779 -0.2850
H -1.316 -2.437 -0.311 -0.0656 -0.5331 0.5150
H -1.771 -0.330 -2.048 1.7625 -1.0878 2.1612
```
Positions in Å, forces in eV/Å.

## Properties
Energy above the lowest of the compared OMol25 structures with the same formula, charge and spin   5.894 eV
HOMO-LUMO gap   9.1 eV
Net charge   +1
Highest occupied orbital energy   -15.658 eV
E   -9233.230 eV